<1>
Molecular formula: C3H10N3
Method: DFT, ωB97M-V with the def2-TZVPD basis set

Output
- SMILES: C/[NH+]=C\NCN
- Total charge: +1
- Frontier orbital gap: 11.13 eV

Structure (XYZ):
```
16
Properties=species:S:1:pos:R:3:lowdin_charge:R:1
C -1.581 0.798 0.367 -0.04
N -1.410 -0.502 -0.243 0.04
C -0.389 -1.312 -0.259 -0.11
N 0.825 -1.192 0.227 0.08
C 1.482 0.088 0.428 -0.23
N 0.997 0.901 -0.657 0.01
H -2.636 0.930 0.596 0.10
H -1.013 0.871 1.288 0.09
H -1.266 1.589 -0.314 0.09
H -2.229 -0.814 -0.751 0.17
H -0.605 -2.293 -0.678 0.17
H 1.408 -2.016 0.214 0.16
H 2.567 -0.096 0.439 0.14
H 1.205 0.537 1.387 0.12
H 1.435 0.632 -1.535 0.11
H 1.211 1.881 -0.510 0.10
```



<2>
Molecular formula: C3H10N3
Method: DFT, ωB97M-V with the def2-TZVPD basis set

Output
- SMILES: CN/[N+](C)=C\N
- Total charge: +1
- Frontier orbital gap: 11.29 eV

Structure (XYZ):
```
16
Properties=species:S:1:pos:R:3:lowdin_charge:R:1
C 0.873 -1.586 -0.353 -0.09
N 0.123 -0.811 0.612 -0.10
N -0.065 0.495 0.113 -0.21
C 1.153 1.249 -0.226 -0.01
C -1.267 0.980 -0.012 -0.09
N -2.230 0.177 0.390 0.17
H 0.329 -1.640 -1.324 0.11
H 1.945 -1.106 -0.429 0.10
H 0.922 -2.580 0.264 0.13
H 0.642 -0.670 1.512 0.16
H 1.526 0.917 -1.335 0.15
H 0.917 2.302 -0.271 0.08
H 1.918 0.780 0.557 0.14
H -1.586 1.969 -0.460 0.19
H -3.250 0.271 0.325 0.15
H -1.950 -0.747 0.637 0.10
```



<3>
Molecular formula: C3H10N3
Method: DFT, ωB97M-V with the def2-TZVPD basis set

Output
- Total charge: +1
- Frontier orbital gap: 10.48 eV

Structure (XYZ):
```
16
Properties=species:S:1:pos:R:3:lowdin_charge:R:1
C 2.908 -0.401 0.100 0.02
C -1.038 1.074 -0.345 -0.05
C -1.249 -0.398 -0.319 -0.27
N 1.872 0.240 -0.207 0.05
N -2.487 -0.990 -0.125 0.10
N -0.452 0.340 0.727 0.07
H 3.909 -0.238 -0.064 0.07
H 2.872 -1.477 0.311 0.10
H -1.733 1.774 0.003 0.12
H -0.310 1.600 -0.893 0.11
H -0.393 -0.997 -0.822 0.19
H -2.536 -2.006 -0.339 0.13
H -3.293 -0.518 0.225 0.10
H 2.080 1.200 -0.393 0.09
H 0.585 0.288 0.500 0.03
H -0.734 0.510 1.641 0.15
```



<4>
Molecular formula: C3H10N3
Method: DFT, ωB97M-V with the def2-TZVPD basis set

Output
- Total charge: +1
- Frontier orbital gap: 8.55 eV

Structure (XYZ):
```
16
Properties=species:S:1:pos:R:3:lowdin_charge:R:1
C -1.456 -0.331 -0.181 -0.09
C -2.205 0.750 -0.409 -0.27
N -2.173 1.516 -1.559 0.06
H -0.763 -0.696 -0.937 0.06
H -1.695 -1.064 0.572 0.05
H -2.913 1.079 0.341 0.12
H -1.274 1.788 -1.929 0.09
H -2.801 2.303 -1.548 0.09
N 1.430 0.377 0.488 0.20
C 1.556 -0.869 0.839 -0.18
N 2.696 -1.509 0.948 0.20
H 2.204 1.000 0.310 0.15
H 0.492 0.684 0.230 0.09
H 0.655 -1.406 1.088 0.14
H 2.695 -2.487 1.190 0.14
H 3.552 -1.136 0.558 0.14
```



Energetically preferred structure: <1> | next structure: +35.9 kJ/mol



<1>
Molecular formula: C34H80Cl10N4
Method: DFT, ωB97M-V with the def2-TZVPD basis set

Output
- SMILES: CCN(CC)CC.CCN(CC)CC.CCN(CC)CC.CCN(CC)CC.ClCCCl.ClCCCl.ClCCCl.ClCCCl.ClCCCl
- Frontier orbital gap: 8.12 eV

Structure (XYZ):
```
128
Properties=species:S:1:pos:R:3:lowdin_charge:R:1
C -4.487 1.429 0.284 -0.10
C -4.353 2.311 1.463 -0.26
N -3.161 2.171 2.268 -0.18
C -2.475 3.283 2.802 -0.38
C -3.215 4.282 3.203 -0.16
C -3.341 1.146 3.282 -0.23
C -2.009 0.615 3.792 -0.10
H -5.343 1.665 -0.496 0.14
H -4.819 0.516 0.553 0.01
H -3.647 1.355 -0.227 0.00
H -5.396 2.241 1.957 0.14
H -4.207 3.303 0.984 0.13
H -2.075 3.616 1.819 0.14
H -1.546 3.300 3.147 0.10
H -4.356 4.380 3.343 0.13
H -2.930 5.065 2.552 0.09
H -3.125 4.523 4.272 0.09
H -3.895 0.326 2.931 0.08
H -3.958 1.756 4.244 0.18
H -1.859 -0.340 4.171 0.01
H -1.527 1.440 4.390 0.10
H -1.427 0.230 2.896 0.08
C -1.916 -5.894 -0.902 -0.06
C -3.067 -4.918 -0.906 -0.20
N -2.577 -3.615 -0.248 -0.18
C -2.926 -2.475 -0.965 -0.39
C -4.162 -2.294 -1.594 -0.09
C -3.107 -3.601 1.176 -0.25
C -2.638 -2.396 1.927 -0.13
H -2.040 -6.508 -1.556 -0.03
H -1.752 -6.129 0.165 0.10
H -1.048 -5.616 -1.302 0.04
H -4.028 -5.416 -0.476 0.15
H -3.323 -4.670 -1.852 0.06
H -2.195 -2.804 -1.744 0.12
H -2.144 -1.697 -0.586 0.12
H -4.901 -3.004 -1.729 0.06
H -4.013 -1.767 -2.585 0.12
H -4.613 -1.591 -0.889 0.07
H -2.700 -4.609 1.726 0.15
H -4.208 -3.639 1.351 0.11
H -2.755 -2.582 2.960 0.06
H -2.951 -1.451 1.545 0.04
H -1.520 -2.306 1.816 0.09
C 1.387 -0.533 3.669 -0.08
C 0.521 -0.625 4.930 -0.19
N 1.381 -1.219 6.047 -0.14
C 1.096 -0.982 7.359 -0.34
C -0.338 -0.786 7.645 -0.08
C 1.636 -2.653 5.846 -0.21
C 3.058 -3.111 6.263 -0.07
H 1.572 -1.451 3.434 -0.01
H 2.330 0.104 3.641 0.10
H 0.691 -0.256 2.879 0.05
H -0.270 -1.145 4.456 0.08
H 0.277 0.394 5.058 0.09
H 1.504 0.031 7.566 0.12
H 1.717 -1.532 7.998 0.10
H -1.219 -0.542 6.922 0.13
H -0.273 -0.059 8.294 0.00
H -0.428 -1.580 8.448 0.10
H 1.419 -3.068 4.976 0.06
H 0.951 -3.326 6.288 0.10
H 3.618 -2.842 7.324 0.14
H 3.877 -2.701 5.875 -0.02
H 3.234 -4.129 5.996 0.05
C 0.364 3.639 -7.677 -0.11
C 1.415 3.080 -6.777 -0.16
N 0.933 2.946 -5.321 -0.24
C 1.193 1.826 -4.698 -0.39
C 2.543 1.356 -4.852 -0.11
C 1.198 4.236 -4.524 -0.20
C 0.595 4.225 -3.192 -0.14
H 0.605 3.634 -8.706 0.07
H 0.068 4.712 -7.720 0.11
H -0.418 3.052 -7.564 0.00
H 2.214 3.805 -6.650 0.12
H 1.455 2.148 -7.364 0.14
H 0.695 0.953 -5.385 0.15
H 0.679 1.486 -3.801 0.10
H 3.260 1.546 -5.608 0.08
H 2.692 0.307 -4.546 0.03
H 3.114 1.707 -3.965 0.07
H 0.791 4.975 -5.099 0.08
H 2.237 4.551 -4.473 0.12
H 0.582 5.166 -2.657 0.08
H 1.288 3.628 -2.481 0.08
H -0.368 3.698 -3.029 -0.03
Cl -3.953 1.764 -5.568 0.45
C -2.208 2.022 -6.200 -0.56
C -1.617 3.079 -5.293 -0.65
Cl -2.612 4.623 -5.412 0.48
H -2.416 2.267 -7.171 0.01
H -1.644 0.962 -6.060 0.13
H -0.665 3.541 -5.764 0.03
H -1.678 2.848 -4.190 0.05
Cl 5.519 -1.784 2.667 0.52
C 5.710 -2.620 1.113 -0.65
C 4.392 -3.457 0.783 -0.63
Cl 3.142 -2.284 0.441 0.62
H 6.537 -3.311 1.386 0.06
H 5.991 -1.763 0.337 0.09
H 4.044 -4.226 1.475 0.08
H 4.560 -3.760 -0.324 -0.03
Cl -0.861 2.074 -1.540 0.70
C -0.382 1.308 -0.016 -0.65
C 0.721 0.238 -0.232 -0.86
Cl 0.488 -0.955 -1.321 0.73
H -1.274 0.813 0.372 0.05
H -0.150 2.016 0.649 -0.08
H 0.941 -0.351 0.631 0.02
H 1.580 0.726 -0.514 -0.05
Cl 4.369 2.394 -1.220 0.54
C 4.043 0.851 -0.341 -0.66
C 3.454 1.215 1.141 -0.51
Cl 1.880 2.173 1.137 0.68
H 4.931 0.189 -0.271 0.02
H 3.231 0.557 -0.906 -0.04
H 4.175 1.881 1.697 0.08
H 3.421 0.382 1.856 0.01
Cl 5.135 -0.737 -2.658 0.61
C 3.986 -1.582 -3.772 -0.62
C 3.145 -2.758 -3.110 -0.62
Cl 4.279 -3.987 -2.524 0.59
H 4.429 -1.924 -4.816 0.12
H 3.107 -1.058 -4.220 0.03
H 2.500 -3.296 -3.783 0.06
H 2.602 -2.361 -2.243 -0.02
```



<2>
Molecular formula: C34H80Cl10N4
Method: DFT, ωB97M-V with the def2-TZVPD basis set

Output
- Frontier orbital gap: 7.77 eV

Structure (XYZ):
```
128
Properties=species:S:1:pos:R:3:lowdin_charge:R:1
Cl 43.273 36.655 7.353 0.57
C 41.760 37.343 7.895 -0.60
C 40.759 36.182 8.333 -0.57
Cl 39.433 36.982 9.295 0.54
H 41.266 37.901 7.244 0.01
H 41.859 37.765 8.777 0.00
H 41.268 35.602 9.011 0.03
H 40.360 35.665 7.456 0.04
Cl 41.645 34.704 0.557 0.77
C 41.642 34.560 2.355 -0.59
C 40.914 35.760 2.901 -0.78
Cl 40.939 35.813 4.652 0.68
H 42.645 34.476 2.768 -0.07
H 41.143 33.651 2.580 0.07
H 39.847 35.757 2.607 0.07
H 41.146 36.702 2.449 -0.06
Cl 40.946 31.547 5.619 0.66
C 41.834 33.052 6.092 -0.57
C 43.402 32.816 6.308 -0.52
Cl 44.174 34.306 7.033 0.52
H 41.400 33.236 7.114 0.07
H 41.744 33.820 5.350 -0.05
H 43.589 32.696 5.402 -0.04
H 43.609 31.898 6.752 0.06
Cl 43.640 36.797 -1.880 0.62
C 44.660 36.372 -0.381 -0.61
C 45.134 34.953 -0.480 -0.81
Cl 46.104 34.640 -1.903 0.61
H 44.116 36.587 0.492 -0.05
H 45.469 37.074 -0.572 0.06
H 44.263 34.375 -0.539 0.00
H 45.659 34.713 0.367 0.00
Cl 42.451 37.197 3.519 0.76
C 44.023 36.695 3.882 -0.56
C 44.186 35.288 3.468 -0.43
Cl 43.937 35.107 1.656 0.75
H 43.858 36.628 4.885 -0.04
H 44.782 37.381 3.632 0.09
H 43.404 34.597 3.807 0.04
H 45.233 34.890 3.515 0.12
C 36.436 39.709 -0.087 -0.05
C 37.313 38.337 -0.329 -0.12
N 38.466 38.300 0.589 -0.24
C 38.779 37.123 1.174 -0.36
C 38.885 35.962 0.274 -0.07
C 39.630 38.912 0.105 -0.23
C 40.808 38.906 1.066 -0.08
H 36.844 40.586 -0.164 -0.04
H 36.343 39.744 0.953 0.04
H 35.457 39.600 -0.767 0.13
H 37.535 38.330 -1.336 0.08
H 36.526 37.539 -0.133 0.14
H 37.856 36.995 1.618 0.12
H 39.337 37.215 2.004 0.02
H 38.431 35.686 -0.615 0.07
H 38.849 35.282 0.997 0.01
H 39.943 35.945 -0.001 0.01
H 39.512 39.885 -0.125 0.04
H 39.851 38.336 -0.755 0.12
H 41.431 37.958 1.031 0.06
H 40.671 39.086 2.309 0.09
H 41.604 39.785 1.013 0.10
C 41.780 40.831 3.185 -0.13
C 40.668 40.318 4.050 -0.20
N 39.559 40.049 3.103 -0.21
C 38.726 38.968 3.196 -0.38
C 38.395 38.419 4.352 -0.10
C 38.791 41.279 2.741 -0.19
C 38.630 41.450 1.259 -0.08
H 41.595 41.598 2.592 0.02
H 42.599 40.035 2.877 0.09
H 42.675 41.227 3.825 0.11
H 40.557 41.039 4.706 0.06
H 41.032 39.290 4.448 0.12
H 39.367 38.144 2.843 0.07
H 38.172 38.801 2.400 0.08
H 38.704 38.715 5.290 0.08
H 38.190 37.457 4.390 0.05
H 37.437 38.838 4.556 0.10
H 39.297 42.059 3.375 0.13
H 37.833 41.299 3.212 0.11
H 38.022 40.639 0.833 0.01
H 39.635 41.457 0.631 0.12
H 38.149 42.463 0.983 0.11
C 38.120 32.789 -2.554 -0.05
C 39.467 33.636 -2.615 -0.17
N 40.643 32.896 -3.164 -0.13
C 41.606 33.738 -3.518 -0.36
C 41.968 34.836 -2.695 -0.20
C 41.234 31.953 -2.151 -0.23
C 42.257 31.069 -2.864 -0.06
H 37.905 32.198 -3.498 0.10
H 37.407 33.530 -2.368 0.04
H 38.085 32.134 -1.707 0.01
H 39.723 34.037 -1.601 0.09
H 39.088 34.520 -3.066 0.10
H 41.294 34.304 -4.357 0.12
H 42.343 33.353 -4.141 0.11
H 41.540 35.086 -1.990 -0.10
H 41.948 35.707 -3.316 0.08
H 42.793 34.658 -2.243 -0.03
H 40.466 31.267 -1.856 0.09
H 41.406 32.427 -1.217 0.05
H 43.129 31.742 -3.041 0.08
H 41.955 30.592 -3.867 0.11
H 42.463 30.232 -2.258 0.05
C 38.714 31.958 4.144 -0.22
C 37.724 31.681 3.097 -0.27
N 38.181 31.152 1.805 -0.18
C 37.484 30.294 1.043 -0.40
C 36.145 30.356 0.953 -0.11
C 38.785 32.141 0.885 -0.19
C 40.065 31.725 0.306 -0.12
H 38.381 31.615 5.210 0.09
H 38.978 33.090 4.164 0.08
H 39.727 31.471 3.866 0.01
H 36.874 32.384 2.927 0.12
H 37.071 30.788 3.338 0.13
H 37.739 29.425 1.518 0.10
H 38.087 29.936 0.167 0.17
H 35.415 30.891 1.533 0.10
H 35.703 29.451 0.859 0.06
H 35.822 30.932 0.095 0.09
H 38.790 33.074 1.515 0.12
H 38.179 32.273 -0.093 0.11
H 40.628 32.417 -0.255 -0.01
H 40.207 30.869 -0.133 0.04
H 40.590 31.718 1.120 0.03
```



Energetically preferred structure: <1> | next structure: +1142.1 kJ/mol



<1>
Molecular formula: C4H10NO2S
Method: DFT, ωB97M-V with the def2-TZVPD basis set

Output
- Total charge: -1
- Frontier orbital gap: 6.96 eV

Structure (XYZ):
```
18
Properties=species:S:1:pos:R:3:lowdin_charge:R:1
C 0.933 0.746 1.160 -0.21
C 0.998 1.065 -0.337 -0.73
S -0.009 2.469 -0.954 0.28
C 1.117 -0.778 1.364 -0.50
N -0.043 -1.554 1.301 -0.01
C -1.069 -1.282 0.317 -0.11
O 2.214 -1.257 1.579 0.02
H -0.041 1.024 1.575 0.09
H 1.742 1.324 1.630 0.11
H 0.755 0.174 -0.958 0.05
H 2.057 1.238 -0.572 0.04
H 0.195 -2.544 1.290 0.12
H -1.067 -0.265 -0.061 0.05
H -0.883 -1.944 -0.538 0.09
H -2.067 -1.496 0.728 0.08
H -1.365 1.374 -1.876 -0.16
H -1.506 0.977 -3.243 0.01
O -1.963 0.729 -2.406 -0.24
```



<2>
Molecular formula: C4H10NO2S
Method: DFT, ωB97M-V with the def2-TZVPD basis set

Output
- Total charge: -1
- Frontier orbital gap: 5.96 eV

Structure (XYZ):
```
18
Properties=species:S:1:pos:R:3:lowdin_charge:R:1
O 2.448 1.176 -0.704 -0.07
C 1.221 0.937 -0.846 -0.50
N 0.373 0.577 0.157 0.07
C -1.072 0.155 -0.091 -0.27
C -1.349 -1.154 0.719 -0.75
S -3.152 -1.151 1.078 0.05
C 0.613 1.359 -2.190 -0.01
H 0.812 0.648 1.102 0.17
H -1.606 1.039 0.427 0.10
H -1.377 0.036 -1.129 0.09
H -1.188 -1.980 0.117 -0.01
H -0.808 -1.310 1.668 0.04
H 0.753 2.486 -2.260 0.11
H -0.369 1.122 -2.438 0.02
H 1.230 1.017 -3.046 0.08
H 4.196 -0.327 0.895 -0.04
H 3.216 -0.137 -0.050 0.02
O 3.362 -0.676 0.805 -0.09
```



Energetically preferred structure: <1> | next structure: +101.6 kJ/mol



<1>
Molecular formula: C2H2ClO3
Method: DFT, ωB97M-V with the def2-TZVPD basis set

Output
- Total charge: -1
- Frontier orbital gap: 7.55 eV

Structure (XYZ):
```
8
Properties=species:S:1:pos:R:3:lowdin_charge:R:1
C 2.405 -1.251 0.124 -0.74
C 2.873 -0.162 0.958 -0.54
O 1.538 -1.797 -0.490 0.03
O 3.714 -1.309 0.234 -0.06
O -0.273 0.627 -0.335 -0.14
Cl 3.065 1.324 -0.021 0.43
H 0.027 -0.379 -0.424 0.08
H 0.364 1.174 0.068 -0.06
```



<2>
Molecular formula: C2H2ClO3
Method: DFT, ωB97M-V with the def2-TZVPD basis set

Output
- Total charge: -1
- Frontier orbital gap: 7.82 eV

Structure (XYZ):
```
8
Properties=species:S:1:pos:R:3:lowdin_charge:R:1
C 0.753 -0.755 -0.141 -0.72
C 1.130 0.227 0.813 -0.51
O -0.030 -1.349 -0.865 0.03
O 1.872 -0.993 0.450 -0.04
O -2.256 0.357 -0.181 -0.10
Cl 1.939 1.584 -0.203 0.33
H -1.402 -0.051 -0.409 -0.02
H -2.006 0.981 0.536 0.04
```



Energetically preferred structure: <2> | next structure: +6.1 kJ/mol